# 1
Below is a molecular structure, C61H59InNO8 in a non-equilibrium geometry, with properties calculated with ωB97M-V/def2-TZVPD.

Positions of all 130 atoms, in Å:
C (-2.55, -0.24, -8.03)
C (-2.68, -1.48, -7.12)
O (-1.76, -2.54, -7.40)
C (-0.41, -2.12, -7.58)
C (0.18, -1.24, -6.43)
O (0.49, 0.02, -6.97)
In (0.71, 1.53, -5.54)
C (0.45, 3.49, -6.66)
C (-0.71, 3.36, -7.68)
C (-0.69, 1.42, -3.79)
C (-2.05, 0.73, -4.04)
C (-3.12, 1.03, -2.94)
C (-3.39, 2.55, -2.74)
C (-2.62, 3.06, -1.51)
N (-2.70, 4.54, -1.45)
C (2.81, 1.64, -4.65)
C (2.91, 3.05, -4.12)
C (3.39, 4.04, -4.99)
C (3.49, 5.36, -4.61)
C (3.09, 5.73, -3.32)
C (2.63, 4.78, -2.44)
C (2.54, 3.44, -2.83)
C (1.97, 2.46, -1.81)
H (-3.58, 0.07, -8.30)
H (-2.13, 0.61, -7.49)
H (-2.03, -0.43, -8.97)
H (-3.68, -1.90, -7.30)
H (-2.63, -1.26, -6.05)
H (-0.25, -1.60, -8.54)
H (0.18, -3.05, -7.66)
H (1.11, -1.76, -6.11)
H (-0.48, -1.21, -5.55)
H (1.39, 3.62, -7.22)
H (0.29, 4.26, -5.90)
H (-0.48, 2.64, -8.48)
H (-1.64, 3.07, -7.17)
H (-0.89, 4.33, -8.18)
H (-0.15, 0.93, -2.96)
H (-0.84, 2.47, -3.46)
H (-1.86, -0.36, -3.94)
H (-2.44, 0.92, -5.05)
H (-4.04, 0.54, -3.30)
H (-2.77, 0.54, -2.03)
H (-3.11, 3.14, -3.62)
H (-4.46, 2.65, -2.49)
H (-3.04, 2.63, -0.59)
H (-1.56, 2.78, -1.52)
H (-2.00, 4.89, -0.80)
H (-2.41, 4.89, -2.37)
H (3.59, 1.53, -5.42)
H (2.93, 0.94, -3.82)
H (3.67, 3.72, -5.99)
H (3.86, 6.12, -5.29)
H (3.15, 6.78, -3.05)
H (2.30, 5.06, -1.44)
H (0.92, 2.72, -1.61)
H (2.09, 1.43, -2.17)
H (2.49, 2.54, -0.84)
C (-7.77, -3.72, -1.49)
C (-8.60, -4.83, -1.35)
C (-8.48, -5.91, -2.22)
C (-7.54, -5.87, -3.24)
C (-6.73, -4.75, -3.40)
C (-6.83, -3.69, -2.52)
C (-5.75, -4.68, -4.52)
O (-5.03, -3.71, -4.66)
C (-5.67, -5.82, -5.47)
C (-4.80, -5.75, -6.55)
C (-4.70, -6.81, -7.43)
C (-5.47, -7.95, -7.24)
C (-6.34, -8.03, -6.17)
C (-6.45, -6.96, -5.28)
C (-7.42, -7.04, -4.15)
O (-8.09, -8.04, -3.98)
H (-7.86, -2.89, -0.81)
H (-9.34, -4.86, -0.56)
H (-9.13, -6.77, -2.10)
H (-6.19, -2.82, -2.63)
H (-4.20, -4.86, -6.70)
H (-4.03, -6.74, -8.28)
H (-5.39, -8.78, -7.93)
H (-6.94, -8.92, -6.02)
C (5.32, 3.51, 7.18)
C (4.25, 4.36, 7.46)
C (3.09, 4.27, 6.72)
C (2.98, 3.35, 5.69)
C (4.06, 2.51, 5.40)
C (5.22, 2.59, 6.15)
C (3.98, 1.54, 4.27)
O (4.92, 0.81, 4.02)
C (2.74, 1.50, 3.46)
C (2.67, 0.64, 2.36)
C (1.51, 0.57, 1.61)
C (0.42, 1.36, 1.94)
C (0.48, 2.22, 3.02)
C (1.64, 2.30, 3.78)
C (1.71, 3.25, 4.92)
O (0.76, 3.94, 5.21)
H (6.23, 3.58, 7.77)
H (4.34, 5.09, 8.26)
H (2.25, 4.93, 6.94)
H (6.06, 1.94, 5.94)
H (3.52, 0.02, 2.10)
H (1.46, -0.09, 0.75)
H (-0.49, 1.30, 1.35)
H (-0.37, 2.84, 3.28)
C (3.66, -0.18, 14.73)
C (4.35, -1.38, 14.92)
C (4.86, -2.07, 13.83)
C (4.67, -1.58, 12.55)
C (3.97, -0.39, 12.35)
C (3.47, 0.31, 13.45)
C (3.72, 0.13, 10.98)
O (3.10, 1.16, 10.81)
C (4.22, -0.66, 9.82)
C (3.95, -0.22, 8.53)
C (4.43, -0.93, 7.44)
C (5.20, -2.08, 7.64)
C (5.46, -2.52, 8.93)
C (4.97, -1.82, 10.02)
C (5.24, -2.33, 11.39)
O (5.90, -3.33, 11.57)
H (3.28, 0.36, 15.58)
H (4.49, -1.77, 15.92)
H (5.40, -3.00, 13.99)
H (2.93, 1.24, 13.30)
H (3.36, 0.67, 8.37)
H (4.22, -0.59, 6.44)
H (5.58, -2.63, 6.79)
H (6.05, -3.42, 9.08)

The total charge is -1. The value obtained for the energy is -87259.513 eV. The HOMO energy comes out at -4.33 eV. The largest force on an atom is 1.66 eV Å⁻¹. The calculation puts the LUMO energy at -0.1 eV.

Results of the Mulliken charge analysis, in e, for atoms 1 through 4:
1 C -0.84
2 C 0.07
3 O -0.49
4 C -0.65

=====

# 2
Below is 2 unconnected molecules or ions with the total composition CH2N2O3P in a non-equilibrium geometry, with properties calculated with ωB97M-V/def2-TZVPD.

Positions of all 9 atoms, in Å:
C (-0.68, -1.22, -1.12)
N (-1.00, -2.29, -1.41)
N (-1.76, 0.55, 1.74)
O (3.41, -0.01, 0.66)
O (-0.54, 1.38, -1.78)
O (-1.57, 0.68, 0.45)
P (-0.15, 0.55, -0.62)
H (3.18, 0.41, -0.08)
H (-0.89, -0.04, 2.15)

The total charge is -1. The value obtained for the energy is -19475.753 eV. The HOMO energy (spin up / spin down) comes out at -3.01 / -3.81 eV. The energy relative to the best compared isomer or geometry (same formula, charge and spin) comes out at 727.55 kJ/mol. The largest force on an atom is 5.53 eV Å⁻¹. The calculation puts the LUMO energy (spin up / spin down) at 0.1 / -0.1 eV.

Results of the Mulliken charge analysis, in e, for atoms 1 through 4:
1 C 0.24
2 N -0.39
3 N -0.17
4 O -0.90

=====

# 3
Below is 3 unconnected molecules or ions with the total composition C37H68Br3N2O5 in a non-equilibrium geometry, with properties calculated with ωB97M-V/def2-TZVPD.

Positions of all 115 atoms, in Å:
C (-0.97, 4.46, -0.15)
C (-2.36, 3.68, -0.23)
C (-2.69, 3.16, -1.69)
C (-2.76, 1.57, -1.73)
C (-1.32, 1.09, -2.21)
C (-1.08, -0.46, -1.89)
C (-0.12, -0.69, -0.67)
C (1.30, -0.27, -1.28)
C (1.88, -1.25, -2.37)
C (2.48, -0.41, -3.54)
C (3.64, -1.05, -4.38)
C (4.19, -2.44, -3.90)
C (5.16, -2.40, -2.64)
C (5.28, -1.00, -1.93)
C (6.28, -1.01, -0.71)
C (6.15, 0.25, 0.24)
C (5.70, 1.59, -0.47)
C (6.64, 2.78, 0.04)
C (6.27, 3.30, 1.48)
O (5.63, 4.59, 1.36)
C (4.21, 4.43, 1.47)
N (-0.24, 0.35, 0.41)
C (0.17, -0.12, 1.55)
C (0.68, -1.62, 1.41)
C (0.69, -2.53, 2.69)
Br (2.49, -2.28, 3.53)
C (-0.45, -2.24, 3.74)
C (-0.02, -2.47, 5.26)
C (-0.18, -2.03, 0.16)
O (-1.42, -2.39, 0.83)
N (-2.45, -1.55, 0.61)
O (-3.28, -1.68, 1.43)
C (0.09, -3.30, -0.68)
Br (-1.46, -3.89, -1.78)
C (1.22, -4.07, -0.76)
C (2.48, -3.74, 0.06)
Br (1.26, -5.67, -1.88)
H (-0.12, 3.72, -0.16)
H (-0.91, 5.00, 0.82)
H (-0.86, 5.18, -1.00)
H (-2.29, 2.81, 0.48)
H (-3.14, 4.40, 0.10)
H (-1.87, 3.49, -2.36)
H (-3.64, 3.60, -2.07)
H (-3.50, 1.31, -2.52)
H (-3.05, 1.13, -0.75)
H (-0.58, 1.75, -1.68)
H (-1.25, 1.27, -3.30)
H (-2.12, -0.87, -1.74)
H (-0.73, -0.92, -2.84)
H (1.30, 0.77, -1.69)
H (2.03, -0.26, -0.42)
H (1.10, -1.96, -2.75)
H (2.65, -1.88, -1.86)
H (2.87, 0.57, -3.13)
H (1.66, -0.11, -4.25)
H (3.32, -1.18, -5.45)
H (4.50, -0.33, -4.42)
H (4.77, -2.93, -4.72)
H (3.35, -3.14, -3.65)
H (6.19, -2.69, -2.97)
H (4.86, -3.16, -1.87)
H (4.32, -0.58, -1.56)
H (5.72, -0.29, -2.68)
H (7.34, -1.15, -1.03)
H (6.05, -1.91, -0.07)
H (5.49, 0.06, 1.12)
H (7.17, 0.45, 0.68)
H (4.66, 1.84, -0.10)
H (5.79, 1.59, -1.58)
H (7.70, 2.47, -0.09)
H (6.44, 3.63, -0.67)
H (5.67, 2.59, 2.09)
H (7.24, 3.51, 2.00)
H (3.98, 3.86, 2.40)
H (3.82, 3.86, 0.58)
H (3.75, 5.45, 1.49)
H (-0.59, 1.31, 0.35)
H (0.22, 0.43, 2.51)
H (1.78, -1.42, 1.25)
H (0.60, -3.61, 2.40)
H (-0.89, -1.21, 3.70)
H (-1.27, -2.98, 3.56)
H (0.60, -3.39, 5.39)
H (0.43, -1.56, 5.70)
H (-0.99, -2.68, 5.80)
H (2.82, -2.68, 0.05)
H (3.34, -4.36, -0.32)
H (2.33, -4.03, 1.13)
C (-5.68, 2.02, 3.89)
C (-6.20, 1.66, 2.52)
C (-5.86, 2.89, 1.71)
O (-4.67, 3.45, 2.30)
C (-4.43, 2.81, 3.56)
H (-5.48, 1.16, 4.53)
H (-6.40, 2.67, 4.41)
H (-5.65, 0.79, 2.13)
H (-7.26, 1.42, 2.50)
H (-6.65, 3.64, 1.78)
H (-5.67, 2.67, 0.66)
H (-3.56, 2.15, 3.44)
H (-4.19, 3.56, 4.31)
C (-6.18, -2.25, 0.08)
C (-6.39, -2.71, -1.36)
C (-7.83, -2.29, -1.61)
O (-8.06, -1.13, -0.80)
C (-6.98, -0.97, 0.12)
H (-5.13, -2.11, 0.34)
H (-6.60, -2.99, 0.77)
H (-5.72, -2.16, -2.02)
H (-6.22, -3.78, -1.51)
H (-8.53, -3.07, -1.29)
H (-8.02, -2.06, -2.65)
H (-6.38, -0.11, -0.21)
H (-7.37, -0.75, 1.11)

The total charge is +1. The value obtained for the energy is -262803.007 eV. The HOMO energy comes out at -11.18 eV. The largest force on an atom is 3.09 eV Å⁻¹. The calculation puts the LUMO energy at -4.3 eV.

Results of the Mulliken charge analysis, in e, for atoms 1 through 4:
1 C -1.24
2 C 0.24
3 C -0.97
4 C -0.33

=====

# 4
Below is a single C5H8N2 molecule in a non-equilibrium geometry, with properties calculated with ωB97M-V/def2-TZVPD.

Positions of all 15 atoms, in Å:
C (-1.43, 1.01, 0.48)
C (-0.23, 0.12, 0.29)
C (0.62, 0.56, -0.99)
C (1.21, -0.79, -1.36)
N (0.70, -1.83, -0.69)
N (-0.34, -1.32, 0.19)
C (0.25, -0.83, 1.44)
H (-1.87, 1.03, -0.52)
H (-2.35, 0.92, 1.30)
H (-0.96, 2.04, 0.38)
H (-0.26, 1.13, -1.49)
H (1.46, 1.24, -0.61)
H (2.13, -1.22, -2.02)
H (-0.30, -1.11, 2.26)
H (1.36, -0.95, 1.34)

The total charge is 0. The value obtained for the energy is -8290.536 eV. The HOMO energy comes out at -8.93 eV. Its SMILES is C[C@]12CC=NN1C2. The energy relative to the best compared isomer or geometry (same formula, charge and spin) comes out at 430.32 kJ/mol. The largest force on an atom is 5.43 eV Å⁻¹. The calculation puts the LUMO energy at 1.0 eV.

Results of the Mulliken charge analysis, in e, for atoms 1 through 4:
1 C -1.52
2 C 0.89
3 C -0.33
4 C -0.19

=====

# 5
Below is 2 unconnected molecules or ions with the total composition C2H3FS2 in a non-equilibrium geometry, with properties calculated with ωB97M-V/def2-TZVPD.

Positions of all 8 atoms, in Å:
C (-1.20, -1.00, -0.45)
C (-2.14, -0.57, 0.37)
S (-3.04, 0.13, 1.43)
H (-1.51, -1.61, -1.27)
H (-0.15, -0.92, -0.24)
F (3.47, 2.15, 0.34)
S (2.45, 0.91, 0.55)
H (2.13, 0.91, -0.72)

The total charge is 0. The value obtained for the energy is -26507.861 eV. The HOMO energy comes out at -8.82 eV. Its SMILES is C=C=S.FS. The energy relative to the best compared isomer or geometry (same formula, charge and spin) comes out at 192.36 kJ/mol. The largest force on an atom is 1.40 eV Å⁻¹. The calculation puts the LUMO energy at -0.4 eV.

Results of the Mulliken charge analysis, in e, for atoms 1 through 4:
1 C -0.40
2 C 0.26
3 S -0.29
4 H 0.24

=====

# 6
Below is a gas-phase ion, C7H12N (charge +1) in a non-equilibrium geometry, with properties calculated with ωB97M-V/def2-TZVPD.

Positions of all 20 atoms, in Å:
C (-0.95, 1.80, -1.24)
N (-0.60, 1.00, -0.15)
C (-1.58, 0.44, 0.75)
C (-0.90, -0.62, -0.10)
C (0.60, -0.78, 0.30)
C (1.02, -1.83, 1.26)
C (1.50, -1.97, -0.13)
C (0.81, 0.71, 0.19)
H (-0.30, 1.49, -2.08)
H (-1.95, 1.60, -1.41)
H (-0.66, 2.85, -0.99)
H (-2.61, 0.72, 0.60)
H (-1.43, 0.40, 1.77)
H (-1.36, -0.95, -1.00)
H (0.22, -2.64, 1.52)
H (1.90, -1.55, 1.97)
H (2.53, -1.74, -0.57)
H (1.01, -2.84, -0.56)
H (1.49, 1.20, 0.92)
H (1.35, 0.91, -0.76)

The total charge is +1. The value obtained for the energy is -8933.159 eV. The HOMO energy comes out at -14.34 eV. Its SMILES is C[N@@+]12C[C@@H]1C1(CC1)C2. The energy relative to the best compared isomer or geometry (same formula, charge and spin) comes out at 370.79 kJ/mol. The largest force on an atom is 3.33 eV Å⁻¹. The calculation puts the LUMO energy at -3.0 eV.

Results of the Mulliken charge analysis, in e, for atoms 1 through 4:
1 C -0.81
2 N 0.23
3 C -0.46
4 C -0.36

=====

Q: Number 5 is which compound?
A: C2H3FS2